[1]
178
Properties=species:S:1:pos:R:3:forces:R:3 method="wB97M-V/def2-TZVPD" homo_ev=-4.68 lumo_ev=1.66 gap_ha=0.23289 total_energy_ev=-134298.7137 mol_weight_da=1236.21 total_charge=-1
C -4.04100 5.47559 1.57006 -0.199 0.444 1.313
C -4.82227 4.34922 2.51933 -1.920 -5.095 -3.992
O -5.21261 3.22922 1.84889 2.221 7.281 4.992
O -5.09863 4.55793 3.96335 1.862 -0.457 -3.401
C -3.84183 4.21629 4.65310 1.344 -1.637 0.877
C -4.05704 2.86204 5.55432 -0.113 -0.856 -0.045
C -3.99590 1.47071 4.63542 -0.669 0.620 0.225
C -4.28719 0.17850 5.63051 0.058 1.063 0.557
C -2.99560 -0.79282 5.87681 -0.722 0.588 0.262
C -2.64059 -1.83559 4.67291 1.810 -0.659 1.026
O -1.20738 -1.67901 4.25407 -3.756 -0.185 -0.591
P -1.21961 -0.75962 2.73395 3.400 2.267 -0.111
O 0.54131 -0.81501 2.96507 1.749 -2.362 -1.892
C 1.15573 -1.76543 2.02553 1.142 0.514 0.083
C 2.81886 -1.78732 2.11429 0.387 0.574 0.009
N 3.34366 -2.89532 3.03048 1.104 -0.952 -1.548
C 3.27613 -4.25921 2.32330 -0.251 -1.215 0.065
C 2.11749 -5.25467 2.97627 -1.332 1.191 0.357
C 1.79034 -4.88359 4.56681 -0.522 -0.545 -1.064
O 2.42903 -6.70294 2.78483 -1.802 0.952 0.600
O -2.96292 -0.61969 2.41882 -0.414 -2.518 2.674
C -3.43161 -1.78555 3.24037 1.829 -2.261 -1.215
P -5.27940 -2.28896 3.13940 -1.425 0.797 1.403
N -5.69994 -2.93794 1.50418 2.507 0.112 1.096
O -5.40249 -3.66282 4.25694 1.353 -0.269 -3.362
H -4.82171 6.07410 0.92342 1.369 -1.412 1.415
H -3.52993 6.25032 2.30691 -0.866 -1.618 -1.710
H -3.27329 4.97083 0.82900 -1.719 0.903 1.825
H -3.43328 5.05675 5.36495 -1.118 -1.217 -1.678
H -3.03530 3.95670 3.81831 -1.397 0.624 1.966
H -5.10520 2.83686 6.12473 2.189 0.480 -1.351
H -3.22849 2.80841 6.40719 -1.574 0.191 -1.893
H -4.85120 1.54546 3.81350 1.899 -0.153 1.736
H -2.96984 1.42221 4.07622 -1.903 -0.131 1.159
H -5.26719 -0.36068 5.28497 2.045 0.732 0.574
H -4.54613 0.66199 6.69148 0.486 -1.108 -2.124
H -3.22858 -1.41915 6.86591 0.610 1.308 -2.141
H -2.06526 -0.08407 6.08627 -1.865 -1.678 -0.546
H -2.57727 -2.88756 5.23399 -0.933 1.934 -1.735
H -1.10866 0.40942 3.56834 -0.741 -0.040 0.120
H -0.84775 0.16451 1.65343 -0.920 -0.347 -0.577
H -1.06489 -1.88535 1.84839 -0.939 -0.201 0.507
H 0.90537 -1.41207 0.91955 0.331 -0.927 1.992
H 0.83030 -2.89914 2.20941 0.388 2.395 -0.442
H 3.25303 -0.76404 2.51717 -1.148 -2.023 -0.730
H 3.31298 -1.96525 1.05421 -1.262 0.481 1.716
H 4.38654 -2.77335 3.20215 -1.937 0.309 -0.381
H 4.30281 -4.84637 2.43041 -2.037 1.232 -0.165
H 3.04981 -4.12694 1.17617 0.491 -0.310 2.133
H 1.08690 -5.08215 2.40648 2.192 -0.171 1.048
H 0.90805 -4.09316 4.52538 2.076 -1.445 0.384
H 1.36581 -5.88667 5.05072 1.001 2.174 -0.836
H 2.73272 -4.47228 5.13095 -2.001 -0.850 -1.086
H 1.54231 -7.15190 2.98925 1.993 0.941 -0.441
H -2.91904 -2.69428 2.65888 -0.771 1.244 1.251
H -5.41971 -2.14503 0.85756 -0.339 -1.255 0.775
H -5.01669 -3.72409 1.35219 -0.677 0.877 -0.476
H -5.05699 -4.50426 3.79455 -0.580 1.759 1.156
C 1.20043 -13.17512 1.95020 -0.140 0.301 0.108
C 2.68756 -13.47176 2.02821 -0.439 -0.391 0.119
O 3.45479 -12.31221 1.68021 0.370 0.572 0.611
C 3.58825 -11.38295 2.65858 -0.238 0.295 0.366
O 3.12803 -11.45616 3.78736 0.673 0.002 -1.540
O 4.30193 -10.34312 2.15827 -0.513 -1.299 0.224
C 4.44612 -9.25254 3.06462 -0.013 0.605 0.483
H 0.94068 -12.76052 0.97074 0.079 -0.192 0.044
H 0.61488 -14.08302 2.11898 0.084 0.069 -0.040
H 0.90566 -12.43167 2.69750 0.104 -0.183 -0.017
H 2.94118 -14.25013 1.30117 0.184 0.348 -0.009
H 2.97393 -13.84841 3.01698 -0.028 0.284 -0.115
H 4.84593 -9.58487 4.02818 -0.191 -0.043 -0.169
H 3.48291 -8.75006 3.19838 0.314 -0.098 0.083
H 5.15120 -8.53928 2.62857 -0.203 -0.291 -0.161
C 0.95189 -7.85867 -0.93234 -0.061 0.331 -0.121
C -0.16994 -8.82243 -0.58840 0.625 -0.160 -0.258
O -1.31030 -8.11447 -0.08575 -0.880 0.287 -0.571
C -2.09772 -7.53154 -1.02314 0.228 0.183 -0.371
O -1.92449 -7.56814 -2.23143 -0.301 -0.038 1.639
O -3.10024 -6.87737 -0.38447 0.858 -0.758 -0.362
C -3.96032 -6.14730 -1.25560 -0.403 0.382 -0.326
H 1.18277 -7.21467 -0.07755 0.053 -0.213 -0.010
H 1.85497 -8.40284 -1.22209 -0.093 0.016 0.080
H 0.66753 -7.19930 -1.75843 -0.003 -0.202 0.050
H 0.16177 -9.49635 0.20821 -0.317 0.215 0.059
H -0.44399 -9.44741 -1.44621 -0.110 0.265 0.094
H -4.34607 -6.78243 -2.05968 0.227 0.127 0.101
H -3.42765 -5.28396 -1.66677 -0.098 -0.211 -0.066
H -4.80872 -5.78360 -0.66911 0.304 -0.174 0.113
C -3.09507 7.25016 -5.05564 -0.003 -0.317 -0.113
C -2.44457 7.78759 -3.79324 0.002 0.314 -0.593
O -2.66039 6.89547 -2.69240 0.705 -0.745 0.344
C -1.84813 5.81059 -2.64979 0.040 -0.235 -0.255
O -0.96285 5.54344 -3.44742 -1.075 0.429 1.065
O -2.20587 5.05750 -1.57938 0.268 1.001 -0.900
C -1.47991 3.83633 -1.46398 0.307 -0.697 0.157
H -4.15209 7.02581 -4.87940 0.107 0.176 0.014
H -3.01617 7.97472 -5.87077 -0.013 0.002 0.107
H -2.62228 6.31701 -5.37776 0.046 0.173 0.070
H -2.90833 8.74213 -3.52388 0.022 -0.304 0.249
H -1.37499 7.97839 -3.93864 -0.149 -0.226 0.092
H -0.39930 4.01102 -1.48656 -0.253 -0.011 -0.136
H -1.77725 3.14977 -2.26297 0.169 0.141 0.079
H -1.73335 3.37987 -0.50302 -0.124 0.266 -0.160
C -6.71669 -1.17077 -5.40141 -0.174 -0.054 0.296
C -5.24228 -0.81962 -5.49319 -0.262 -0.352 -0.324
O -4.87520 0.10187 -4.45858 0.375 -0.265 0.697
C -4.66966 -0.44358 -3.23434 -0.121 -0.244 0.501
O -4.75966 -1.62793 -2.95056 0.145 1.549 -0.498
O -4.37054 0.55908 -2.37057 -0.264 -0.846 -1.263
C -4.21033 0.12992 -1.02084 0.258 -0.136 0.855
H -7.32935 -0.26345 -5.39067 0.131 -0.073 -0.144
H -7.01970 -1.79479 -6.24666 0.056 0.078 0.049
H -6.93727 -1.71328 -4.47669 0.135 0.004 -0.163
H -5.04679 -0.31975 -6.44750 0.095 0.174 0.333
H -4.61026 -1.71468 -5.46259 -0.120 0.177 0.217
H -3.48918 -0.69050 -0.94607 -0.226 0.120 -0.040
H -5.17914 -0.16819 -0.60770 0.167 -0.034 -0.076
H -3.83059 0.97422 -0.43863 -0.140 -0.088 -0.294
C 1.30504 6.87973 -1.28850 0.080 0.154 0.288
C 1.98296 7.32595 -2.57184 -0.168 -0.823 0.101
O 2.03804 8.75628 -2.64530 0.948 0.838 0.362
C 3.02280 9.34247 -1.92061 0.044 -0.555 0.350
O 3.85240 8.76487 -1.23544 -1.074 0.906 -1.006
O 2.91201 10.68668 -2.06799 0.051 -0.938 -0.067
C 3.84297 11.43187 -1.28720 0.327 0.320 0.249
H 0.32579 7.35792 -1.18315 0.037 -0.130 -0.146
H 1.17410 5.79420 -1.27670 0.013 0.147 -0.069
H 1.89327 7.16493 -0.41061 0.015 -0.096 -0.167
H 1.39443 6.98643 -3.43040 0.053 0.349 0.093
H 2.98343 6.88987 -2.67398 -0.101 0.269 0.145
H 4.86981 11.09401 -1.46093 -0.246 -0.071 0.131
H 3.58484 11.35444 -0.22629 0.178 -0.092 -0.148
H 3.77254 12.48181 -1.58501 -0.218 -0.290 -0.120
C 6.35685 2.75556 6.16406 0.249 -0.197 0.171
C 5.22962 2.14227 5.35235 -0.140 0.531 0.348
O 5.67417 0.95511 4.68354 -0.042 -1.042 0.375
C 5.73120 -0.16222 5.44960 -0.143 0.210 0.578
O 5.43243 -0.23992 6.63113 0.472 0.063 -1.699
O 6.20274 -1.17659 4.68175 -0.399 0.804 0.391
C 6.39079 -2.39850 5.39109 0.001 -0.485 0.252
H 7.24059 2.91513 5.53778 -0.182 0.091 -0.019
H 6.04830 3.71219 6.59453 0.000 -0.087 -0.082
H 6.66209 2.09338 6.98040 -0.170 0.085 -0.074
H 4.91730 2.84674 4.57456 0.106 -0.389 -0.084
H 4.34978 1.93597 5.97272 0.254 -0.164 -0.102
H 5.48264 -2.69213 5.92755 0.199 0.184 -0.026
H 7.23382 -2.30142 6.08249 -0.222 -0.008 0.017
H 6.62743 -3.18048 4.66409 -0.042 0.353 -0.078
C 4.82785 -2.18509 -4.38641 -0.019 -0.349 -0.080
C 5.47836 -1.64767 -3.12400 -0.002 0.334 -0.555
O 5.26253 -2.53979 -2.02317 0.739 -0.835 0.329
C 6.07479 -3.62466 -1.98055 0.049 -0.036 -0.390
O 6.96007 -3.89181 -2.77819 -1.099 0.354 1.101
O 5.71705 -4.37775 -0.91014 0.271 0.762 -0.768
C 6.44302 -5.59893 -0.79475 0.239 -0.468 0.132
H 3.77083 -2.40945 -4.21016 0.111 0.193 0.013
H 4.90676 -1.46053 -5.20154 -0.014 -0.033 0.114
H 5.30064 -3.11824 -4.70853 0.050 0.191 0.051
H 5.01460 -0.69312 -2.85465 0.009 -0.320 0.265
H 6.54793 -1.45687 -3.26941 -0.156 -0.249 0.091
H 7.52362 -5.42423 -0.81733 -0.228 0.002 -0.164
H 6.14568 -6.28548 -1.59374 0.188 0.135 0.057
H 6.18958 -6.05538 0.16621 -0.173 0.317 -0.159
C -1.82914 13.27740 -8.68130 0.233 -0.192 0.175
C -2.95637 12.66411 -9.49301 -0.070 0.563 0.362
O -2.51182 11.47694 -10.16182 -0.114 -1.020 0.350
C -2.45479 10.35962 -9.39576 0.064 0.077 0.498
O -2.75356 10.28191 -8.21423 0.349 0.071 -1.654
O -1.98325 9.34525 -10.16361 -0.488 0.947 0.442
C -1.79520 8.12333 -9.45427 0.089 -0.565 0.247
H -0.94540 13.43697 -9.30758 -0.196 0.085 -0.014
H -2.13769 14.23403 -8.25083 0.006 -0.093 -0.081
H -1.52389 12.61521 -7.86497 -0.170 0.095 -0.082
H -3.26869 13.36858 -10.27080 0.116 -0.375 -0.094
H -3.83620 12.45780 -8.87264 0.254 -0.164 -0.072
H -2.70335 7.82971 -8.91781 0.219 0.178 -0.004
H -0.95217 8.22042 -8.76287 -0.247 -0.013 0.016
H -1.55856 7.34135 -10.18127 -0.051 0.381 -0.055



[2]
116
Properties=species:S:1:pos:R:3:forces:R:3 method="wB97M-V/def2-TZVPD" homo_ev=-3.45 lumo_ev=3.45 gap_ha=0.25357 total_energy_ev=-261145.3444 mol_weight_da=1347.56 e_above_lowest_ev=0.552 total_charge=-2
Y 0.57060 0.38987 -0.21359 0.614 -0.510 -0.165
O -0.50807 -4.68448 0.54453 -0.066 -0.414 0.011
C -0.32085 -5.16012 -0.69494 -0.042 0.027 0.132
C -0.33896 -6.54473 -0.88978 0.016 -0.050 -0.026
C -0.16345 -7.07492 -2.15441 -0.015 0.051 0.001
C 0.02136 -6.23402 -3.25145 -0.004 -0.014 0.003
C 0.03663 -4.86167 -3.05700 0.085 0.006 0.002
C -0.12023 -4.30525 -1.79076 -0.041 0.007 -0.061
C -0.13321 -2.82792 -1.57450 -0.082 0.145 -0.085
O -0.23217 -2.40707 -0.37524 0.155 0.253 -0.199
N -0.09718 -2.07883 -2.65675 -0.029 -0.110 0.166
N -0.20146 -0.74880 -2.33475 -0.115 0.065 -0.131
C -0.54362 0.00261 -3.30212 0.042 0.015 -0.086
C -0.66829 1.44826 -3.14134 0.157 0.046 -0.045
C -0.93582 2.24199 -4.24900 -0.092 -0.008 0.032
C -1.00051 3.61304 -4.09028 0.002 0.037 0.018
C -0.77013 4.15406 -2.83792 -0.007 0.010 -0.042
C -0.47607 3.29546 -1.79384 0.003 -0.072 0.002
N -0.44860 1.97334 -1.93057 0.041 -0.096 0.105
H -0.50231 -3.68396 0.43371 0.110 0.165 0.025
H -0.48854 -7.17832 -0.02418 -0.001 -0.004 -0.004
H -0.17286 -8.15071 -2.28888 0.002 -0.002 -0.004
H 0.16174 -6.64710 -4.24284 0.003 -0.001 0.005
H 0.18147 -4.17813 -3.88357 -0.008 -0.001 -0.005
H -0.70333 -0.42203 -4.29243 -0.037 -0.022 0.012
H -1.07866 1.77571 -5.21480 -0.006 0.006 0.001
H -1.20717 4.25491 -4.93800 0.003 -0.005 -0.003
H -0.78080 5.22123 -2.66708 -0.005 -0.002 -0.002
H -0.23013 3.67693 -0.81096 0.022 -0.004 -0.021
N -3.45313 -5.68286 -2.65567 -0.046 0.100 0.000
C -3.57310 -4.36240 -2.18305 -0.011 -0.115 -0.050
C -3.17729 -3.29597 -2.98428 0.011 0.038 -0.009
C -3.20472 -2.00451 -2.49119 0.003 -0.085 0.024
C -3.64613 -1.76106 -1.19885 0.010 0.056 -0.071
C -4.14247 -2.80566 -0.42853 0.047 -0.034 -0.024
C -4.10353 -4.09963 -0.92049 0.000 0.027 0.042
S -3.47008 -0.13190 -0.52626 -0.028 0.001 0.217
O -3.35476 0.77679 -1.64539 0.018 -0.018 -0.151
O -4.57146 0.08305 0.37975 -0.028 -0.014 0.003
N -2.03789 -0.09276 0.21742 -0.061 -0.045 -0.067
C -1.79828 -0.85963 1.30853 0.040 0.096 0.084
N -2.70265 -1.63911 1.92540 0.075 0.028 -0.103
C -2.25536 -2.36566 2.93887 -0.013 -0.006 0.004
C -0.94945 -2.34022 3.39738 -0.030 -0.006 0.024
C -0.09295 -1.47756 2.73139 -0.005 0.022 0.016
N -0.50832 -0.75547 1.70976 -0.069 0.057 0.022
H -2.66652 -5.77809 -3.28609 -0.001 -0.014 0.033
H -3.33581 -6.34093 -1.89872 0.011 -0.012 0.015
H -2.77210 -3.48697 -3.97158 -0.006 -0.006 0.005
H -2.85010 -1.18090 -3.09199 -0.001 0.028 0.004
H -4.50982 -2.59577 0.56412 -0.014 0.004 0.012
H -4.44512 -4.92426 -0.30366 0.004 0.006 -0.002
H -2.99162 -3.00862 3.41654 0.004 0.000 -0.008
H -0.62018 -2.95067 4.22507 0.004 0.008 -0.003
H 0.94501 -1.33488 3.00998 -0.001 0.000 -0.006
Cl 1.96035 0.99983 2.50044 -0.004 0.045 -0.067
O 2.00297 2.17576 -0.43292 -0.077 0.198 0.191
Se 2.86567 1.86850 -1.83989 -0.291 -0.077 0.089
O 4.45663 1.78597 -1.51112 -0.006 -0.022 0.049
O 2.23943 0.35339 -2.11133 -0.160 -0.033 -0.006
O 2.49044 2.92018 -3.00815 0.036 0.031 -0.010
C 6.95390 1.00270 0.71656 -0.014 0.017 0.009
C 6.82855 0.04112 1.90716 0.036 0.025 -0.008
C 5.57312 0.39851 2.71288 -0.004 -0.001 0.008
C 8.02574 0.31081 2.83733 -0.010 0.002 0.004
C 6.82491 -1.44917 1.41413 -0.023 0.035 0.056
O 8.13038 -1.80857 0.92617 -0.052 -0.055 -0.015
C 6.35966 -2.47069 2.47057 0.031 -0.011 0.031
C 7.35885 -2.83618 3.58659 -0.038 0.044 0.028
C 6.93420 -2.46315 4.98920 -0.019 -0.014 -0.023
C 7.84702 -1.92498 5.89030 -0.006 0.002 0.028
C 7.48365 -1.60746 7.19222 0.031 -0.004 -0.013
C 6.18312 -1.83600 7.59943 -0.010 -0.007 -0.018
Cl 5.71452 -1.44587 9.23502 0.004 -0.002 -0.016
C 5.24738 -2.36614 6.72711 -0.012 -0.008 0.008
C 5.62939 -2.67691 5.43152 0.023 0.016 0.000
C 5.98675 -1.68528 0.14042 -0.047 -0.011 -0.006
N 4.55027 -1.76827 0.30815 0.097 -0.003 0.007
C 3.65760 -0.79885 0.12500 0.005 -0.024 0.030
N 2.43935 -1.28379 0.27187 -0.127 0.018 -0.057
C 2.65066 -2.59679 0.54623 0.023 0.066 0.026
N 3.91811 -2.94362 0.57482 -0.019 0.050 0.023
H 7.18464 2.00341 1.08921 -0.003 -0.007 -0.003
H 6.03545 1.09747 0.13462 0.021 0.010 0.003
H 7.76243 0.69872 0.04621 -0.005 0.007 0.006
H 5.55478 1.47632 2.88726 0.000 -0.009 -0.005
H 5.56808 -0.08993 3.69145 0.000 0.005 -0.013
H 4.63458 0.16306 2.21615 0.002 -0.008 -0.008
H 7.96515 1.34764 3.17360 0.004 -0.007 -0.001
H 8.99558 0.21006 2.33663 -0.005 0.015 0.005
H 8.01063 -0.31354 3.73060 0.013 0.018 -0.015
H 8.78311 -1.46969 1.54260 0.026 0.031 0.015
H 6.08710 -3.37888 1.93437 0.036 -0.005 -0.025
H 5.42852 -2.10565 2.90174 -0.021 -0.033 -0.028
H 8.34307 -2.40432 3.40092 0.008 -0.021 -0.028
H 7.52006 -3.91717 3.56334 -0.020 -0.011 0.028
H 8.86560 -1.73978 5.56732 -0.003 -0.002 0.005
H 8.19919 -1.18023 7.88169 0.001 -0.003 -0.004
H 4.22994 -2.52525 7.05694 0.002 0.000 -0.008
H 4.89207 -3.08542 4.75100 -0.003 0.007 0.020
H 6.31144 -2.64207 -0.26402 -0.005 -0.013 -0.021
H 6.19182 -0.91535 -0.59915 -0.019 -0.019 0.005
H 3.93408 0.21661 -0.12272 0.025 -0.015 -0.010
H 1.85344 -3.30003 0.71981 -0.014 -0.012 -0.021
Br -1.89562 5.65422 3.60816 -0.014 -0.016 -0.019
C -2.76620 4.87296 2.10506 -0.004 -0.045 -0.041
C -3.93780 5.47382 1.66642 -0.028 -0.010 -0.047
C -4.61521 4.94631 0.57521 0.039 0.047 0.058
C -4.11534 3.82700 -0.07295 0.078 -0.059 0.027
C -2.94211 3.23857 0.37255 0.044 -0.090 -0.019
C -2.25223 3.74770 1.47151 -0.016 0.009 -0.072
I -0.48925 2.75484 2.04453 -0.002 0.094 0.109
H -4.31004 6.34920 2.18163 -0.013 -0.005 -0.001
H -5.53318 5.41352 0.24014 0.000 0.004 0.003
H -4.62753 3.38510 -0.91757 -0.006 -0.005 -0.001
H -2.55890 2.35827 -0.13763 -0.105 0.237 0.109



[3]
9
Properties=species:S:1:pos:R:3:forces:R:3 method="wB97M-V/def2-TZVPD" homo_ev=-4.36 lumo_ev=3.45 gap_ha=0.28675 total_energy_ev=-90257.2063 mol_weight_da=187.40 e_above_lowest_ev=0.810 total_charge=-1
O 2.22763 -0.92210 0.86919 0.008 -0.263 0.200
C 2.45570 -0.20068 -0.08575 -0.808 -0.156 0.420
N 3.52752 0.34484 -0.61254 -0.724 -0.286 -0.671
Cl 4.89754 -0.54710 -0.03113 0.324 0.217 0.190
O 1.23201 0.14385 -0.87872 0.781 -0.149 -0.326
C 0.07916 0.22080 -0.21401 0.656 1.117 0.174
Br -0.13460 2.24551 0.29317 -0.360 -0.108 0.188
H 0.04070 -0.24824 0.76614 0.083 -0.170 -0.187
H -0.78149 0.09958 -0.85992 0.039 -0.203 0.013